1.
Density functional theory data (the ωB97M-V functional and the def2-TZVPD basis) for a 2-piece molecular cluster, C4H9N3O overall in a non-equilibrium geometry.

## Properties
E   -397.28336 Eh
Frontier orbital gap   9.95 eV
SMILES string   CNC(C)=O.N#CN

Structure (ORCA input):
```
! wB97M-V def2-TZVPD RIJCOSX def2/J DEFGRID3
* xyz 0 1
H 0.05 1.18 -2.11
H -0.16 -0.42 2.86
N -0.91 0.87 -2.25
H 0.17 -1.62 0.51
H -1.08 1.10 2.53
C 1.80 -0.80 -0.48
C -0.71 0.16 2.12
H 1.78 -1.48 -1.33
H -1.52 1.11 -3.01
C -1.40 0.14 -1.22
N -2.32 -0.05 -0.51
O 0.66 1.48 0.62
H -1.58 -0.45 1.86
N 0.47 -0.73 0.12
C 0.15 0.43 0.92
H 2.05 0.19 -0.86
H 2.55 -1.12 0.24
*
```


2.
Density functional theory data (the ωB97M-V functional and the def2-TZVPD basis) for a 2-piece molecular cluster, C3H5NOS overall in a non-equilibrium geometry.

## Properties
E   -645.24634 Eh
Frontier orbital gap (spin up / spin down)   7.69 / 7.69 eV

Structure (ORCA input):
```
! wB97M-V def2-TZVPD RIJCOSX def2/J DEFGRID3
* xyz 0 1
H 0.38 1.01 2.26
H -0.02 -0.85 1.75
H 2.12 0.24 0.32
H -0.95 -1.60 -2.44
H 0.80 0.28 -1.75
O -1.15 0.78 1.02
C 0.16 0.27 1.46
N -1.58 -1.66 -1.55
S -1.28 0.71 -0.62
C 0.45 0.61 -0.76
C 1.08 0.22 0.31
*
```


3.
Density functional theory data (the ωB97M-V functional and the def2-TZVPD basis) for a 6-piece molecular cluster, C28H45NO19 overall.

## Properties
E   -2578.28043 Eh
Frontier orbital gap   9.67 eV
SMILES string   CCCOC[C@@]1([C@@H](C)CC)OC(=O)O[C@H]1CCN.O=C1OCCO1.O=C1OCCO1.O=C1OCCO1.O=C1OCCO1.O=C1OCCO1

Structure (ORCA input):
```
! wB97M-V def2-TZVPD RIJCOSX def2/J DEFGRID3
* xyz 0 1
H 2.47 -2.05 -6.96
H -5.42 -2.36 -0.01
C -2.42 4.94 -3.31
C 0.79 0.22 -2.12
C -0.41 2.35 6.64
H -0.10 -1.53 4.46
H 1.51 0.98 0.42
H -1.32 2.92 -4.92
H -0.26 -2.70 0.15
C 0.77 -2.92 -0.16
C 3.36 -0.10 -6.50
O -0.56 1.20 5.79
H -1.57 5.85 -5.81
H 2.51 -0.92 -8.33
C 3.03 -2.86 1.16
C 1.57 -3.27 1.14
O -3.69 -2.75 -2.18
H -1.57 2.68 8.47
H 3.90 0.50 0.55
C 1.00 -1.57 4.42
C -1.62 4.92 0.95
O -2.91 5.22 -2.26
C -2.02 4.90 -5.53
H 0.65 2.58 6.75
H -0.92 3.19 6.17
C -0.09 1.49 -1.95
H -0.69 5.45 0.73
O 1.83 -4.73 0.99
H 0.25 -2.03 2.18
C -3.98 -3.61 -1.07
H 3.44 -3.41 2.02
H 0.41 2.23 -1.32
O -2.01 0.93 7.46
H -4.78 -4.29 -1.34
H 0.75 -0.11 -3.17
O -3.62 -1.45 -0.38
H -1.05 1.23 -1.49
H -2.45 5.41 0.44
C 2.40 -1.01 -7.25
O -1.21 4.37 -3.45
C 3.14 -0.29 0.47
H -1.20 -3.63 3.16
O 1.27 -1.82 -0.89
H -0.14 -0.44 -0.30
H -2.49 4.45 -6.39
C 1.44 -2.87 3.74
H -3.09 -4.17 -0.82
C -0.43 -4.03 2.49
H 2.53 -2.91 3.66
C 2.92 -4.84 0.18
O 3.50 -3.62 0.01
O -1.83 4.93 2.37
H -2.50 2.99 0.44
O 3.30 -5.85 -0.31
H 0.75 -3.80 -0.81
H 4.69 -1.59 1.17
H 1.34 -0.69 3.86
O -1.18 3.54 4.03
O -1.02 2.92 1.88
O 0.40 1.56 -6.25
H -0.06 -4.97 2.91
H -4.07 -2.91 1.01
C -1.53 3.44 0.64
C -4.36 -2.61 0.01
C 0.26 -0.89 -1.22
O 2.60 1.11 -6.39
C 1.29 0.80 -6.48
N 1.82 0.16 0.93
C -1.33 3.78 2.87
O -2.88 -0.65 -2.35
H -0.89 -4.25 1.53
C -1.61 0.48 6.24
C -3.36 -1.53 -1.71
C 0.71 -3.00 2.38
H 1.39 -1.48 5.44
C -1.05 3.97 -4.82
H 1.85 0.39 1.92
H 1.15 -3.71 4.38
C 3.61 -1.47 1.31
H -0.30 1.97 -2.91
O 1.13 -0.48 -6.87
H 3.58 -0.46 -5.49
H -0.84 3.20 -0.16
H -0.57 -1.40 -1.73
H 3.08 -0.59 -0.58
O -2.11 -0.43 5.66
H 4.29 0.10 -7.03
O -3.00 5.14 -4.51
H 1.82 0.44 -1.85
H -0.36 1.38 8.60
C -1.06 1.89 7.93
H 3.47 -1.20 2.37
H -0.01 4.10 -5.12
*
```


4.
Density functional theory data (the ωB97M-V functional and the def2-TZVPD basis) for a 5-piece molecular cluster, C26H65N4O2P overall in a non-equilibrium geometry.

## Properties
E   -1740.40618 Eh
Frontier orbital gap   8.38 eV
SMILES string   CCN(CC)CC.CCN(CC)CC.CCN(CC)CC.CCN(CC)CC.O=C(O)CP

Structure (ORCA input):
```
! wB97M-V def2-TZVPD RIJCOSX def2/J DEFGRID3
* xyz 0 1
H 3.03 1.15 -2.58
C 4.08 0.86 -2.41
H -5.10 -8.49 2.73
C 2.23 5.18 2.03
H 3.49 3.54 2.66
H -4.12 -4.73 0.93
H -8.65 -5.31 0.52
C -0.78 -3.72 1.11
H -0.27 5.65 4.19
C 6.66 -0.06 -0.71
H -2.74 -0.18 -4.87
C 3.58 4.49 2.14
O -0.16 -3.97 -0.09
H 5.06 -1.32 -0.05
H -5.12 -6.34 3.89
H 2.36 6.13 1.49
H 4.61 1.76 0.26
H -0.89 1.46 -6.67
H 1.57 4.56 1.41
C 4.95 2.10 -2.61
H -6.27 -4.90 0.22
H -2.13 0.31 -7.12
H 3.81 0.33 0.90
H 2.48 2.46 -0.86
H 6.00 1.85 -2.79
H 1.46 1.18 -4.44
H 4.32 5.10 2.67
H -0.55 -0.45 -1.44
H 7.07 0.35 -1.63
H -6.68 -8.19 2.01
P 0.27 -1.07 1.44
N -5.61 -5.63 2.03
H -1.10 2.74 -3.78
H -2.66 1.56 -4.97
H 2.24 2.20 0.86
H 1.71 0.98 -0.29
H 4.30 0.12 -3.18
H 0.30 -0.75 -4.37
C -0.17 7.08 2.59
C 0.17 5.71 3.20
H 0.63 -1.61 -2.09
H -8.05 -4.43 1.93
C -6.06 -8.00 2.88
C 0.86 2.09 -4.42
C -4.23 -5.61 1.58
H -3.52 -7.68 1.49
H -0.17 1.95 -2.54
H -6.57 -6.62 0.39
N -1.19 0.68 -3.82
C 2.49 1.70 -0.08
H -1.23 7.12 2.36
C -1.38 0.54 -6.37
H 4.91 2.78 -1.75
O -1.07 -4.62 1.85
C -0.47 -0.56 -3.60
H -1.19 -1.37 -3.69
H -3.59 -5.42 2.44
C 0.19 -0.62 -2.23
C -0.43 1.90 -3.60
H 0.66 2.38 -5.45
H 0.65 -3.45 -0.17
C -3.69 -6.83 0.83
C 2.33 6.03 4.33
H 1.73 6.05 5.24
H -6.55 -8.47 3.74
H 3.98 4.30 1.14
H 3.61 7.73 4.74
C 5.28 -0.69 -0.92
H -1.70 -2.23 2.29
C 2.83 7.45 4.02
H 0.05 7.90 3.27
H 5.33 -1.38 -1.77
H 3.20 5.41 4.58
C -5.91 -6.49 3.15
C -2.05 0.66 -4.99
H -0.64 -0.26 -6.39
H 4.60 2.66 -3.48
H -1.76 -1.92 0.53
H 0.37 7.25 1.66
H 0.99 0.11 -2.13
C -6.58 -5.66 0.94
H 6.63 0.74 0.03
H 7.36 -0.81 -0.35
N 1.57 5.34 3.31
C 3.84 1.01 0.04
N 4.14 0.19 -1.12
H 1.23 -1.58 0.56
H 1.47 2.88 -3.97
H -4.37 -7.16 0.04
C -8.00 -5.37 1.39
H -0.32 4.94 2.60
H 2.03 8.19 4.10
H 0.83 -1.28 2.71
H -6.82 -6.13 3.63
C -1.13 -2.27 1.36
H -2.74 -6.58 0.36
H 3.26 7.52 3.02
H -8.39 -6.16 2.04
*
```


What is the E in the fourth record?
-1740.40618 Eh


Which value of E does entry 2 give?
-645.24634 Eh


What is the E in the third record?
-2578.28043 Eh


The lowest E belongs to which entry?
C28H45NO19